# 1
Computed, not measured: a 2-piece molecular cluster, C6H9N2O2 overall in a non-equilibrium geometry, with ωB97M-V with the def2-TZVPD basis set.

Summary:
- frontier orbital gap (eV) = 8.29
- LUMO energy (eV) = 3.65
- energy relative to the best compared isomer or geometry (same formula, charge and spin) (eV) = 2.270
- total charge = -1
- electronic energy (eV) = -13443.493
- HOMO energy (eV) = -4.65

XYZ file:
```
19
C6H9N2O2 | the OMol25 dataset | ωB97M-V with the def2-TZVPD basis set
C -0.38 1.96 -2.51
C 1.32 1.10 0.50
C 0.73 -0.13 -1.25
C 0.53 1.25 -1.51
N 1.44 -0.32 -0.08
N 0.80 1.94 -0.26
H 1.36 -1.16 0.58
H 1.97 1.14 1.52
H 0.63 -0.96 -1.86
H 0.42 2.55 -3.10
H -1.02 2.72 -2.05
H -0.96 1.28 -2.98
C -1.39 -1.10 1.72
C -0.45 -2.37 1.99
O 0.76 -2.11 1.65
O -0.91 -3.38 2.54
H -1.45 -0.53 2.62
H -2.41 -1.41 1.43
H -1.00 -0.48 1.03
```

=====

# 2
Computed, not measured: N2O6Rb2 as an isolated structure in a non-equilibrium geometry, with ωB97M-V with the def2-TZVPD basis set.

Summary:
- frontier orbital gap (alpha / beta) (eV) = 8.65 / 5.04
- LUMO energy (alpha / beta) (eV) = -3.15 / -6.76
- expectation value of S² = 0.76
- total charge = +1
- electronic energy (eV) = -16562.398
- HOMO energy (alpha / beta) (eV) = -11.80 / -11.80
- multiplicity = 2

XYZ file:
```
10
N2O6Rb2 | the OMol25 dataset | ωB97M-V with the def2-TZVPD basis set
Rb -2.85 -1.11 0.31
Rb 0.63 4.02 -3.13
N -0.19 1.07 -1.23
O 0.15 1.16 -2.40
O -0.37 2.03 -0.44
O -0.44 -0.05 -0.79
N 0.82 -1.77 1.92
O 1.92 -1.89 2.36
O -0.12 -1.12 2.54
O 0.44 -2.33 0.86
```

=====

# 3
Computed, not measured: one molecule with the formula C5H9NO, with ωB97M-V with the def2-TZVPD basis set.

Summary:
- frontier orbital gap (eV) = 10.24
- LUMO energy (eV) = 0.95
- energy relative to the best compared isomer or geometry (same formula, charge and spin) (eV) = 1.143
- total charge = 0
- electronic energy (eV) = -8868.070
- HOMO energy (eV) = -9.29

XYZ file:
```
16
C5H9NO | the OMol25 dataset | ωB97M-V with the def2-TZVPD basis set
C -0.03 -1.46 1.25
C -0.20 -1.25 -0.26
C -1.09 -0.03 -0.57
N 0.12 0.74 -0.85
C 0.40 2.07 -0.36
C 0.96 -0.36 -0.71
O 2.15 -0.47 -0.79
H 0.40 -0.56 1.70
H 0.65 -2.29 1.47
H -0.99 -1.65 1.73
H -0.40 -2.18 -0.80
H -1.74 -0.13 -1.45
H -1.68 0.35 0.28
H 0.05 2.15 0.69
H 1.48 2.21 -0.38
H -0.08 2.84 -0.95
```

=====

# 4
Computed, not measured: one molecule with the formula C4H7NO, with ωB97M-V with the def2-TZVPD basis set.

Summary:
- frontier orbital gap (eV) = 10.49
- LUMO energy (eV) = 1.02
- energy relative to the best compared isomer or geometry (same formula, charge and spin) (eV) = 2.670
- total charge = 0
- electronic energy (eV) = -7796.974
- HOMO energy (eV) = -9.47

XYZ file:
```
13
C4H7NO | the OMol25 dataset | ωB97M-V with the def2-TZVPD basis set
O -0.45 -1.55 -1.18
C -0.79 -0.28 -0.72
C -0.91 -0.14 0.84
C 0.39 0.66 0.82
N 1.38 -0.18 0.12
C 0.44 0.65 -0.65
H 0.43 -1.68 -0.78
H -1.65 0.08 -1.27
H -0.90 -1.08 1.39
H -1.77 0.47 1.14
H 0.72 1.42 1.52
H 2.29 0.27 0.13
H 0.79 1.38 -1.37
```

=====

# 5
Computed, not measured: an isolated ion of composition C3H8FNO2P and charge -1 in a non-equilibrium geometry, with ωB97M-V with the def2-TZVPD basis set.

Summary:
- frontier orbital gap (eV) = 9.29
- LUMO energy (eV) = 4.22
- energy relative to the best compared isomer or geometry (same formula, charge and spin) (eV) = 0.000
- total charge = -1
- electronic energy (eV) = -20835.666
- HOMO energy (eV) = -5.07

XYZ file:
```
16
C3H8FNO2P | the OMol25 dataset | ωB97M-V with the def2-TZVPD basis set
C -1.00 0.21 1.65
C 0.62 0.24 -0.23
C 0.44 0.20 1.28
N 0.54 -1.05 -2.57
O 0.50 -2.61 -0.55
O -1.60 -1.05 -0.82
F 1.07 1.39 1.74
P -0.12 -1.32 -0.98
H -1.50 -0.59 1.11
H -1.63 1.11 1.41
H -1.24 -0.01 2.68
H 0.05 1.00 -0.73
H 1.74 0.30 -0.41
H 1.12 -0.68 1.54
H 1.28 -1.60 -2.33
H -0.03 -1.42 -3.28
```

=====

# 6
Computed, not measured: C15H14F6N4O4RhS4 as an isolated structure, with ωB97M-V with the def2-TZVPD basis set.

Summary:
- frontier orbital gap (eV) = 6.81
- LUMO energy (eV) = -5.02
- energy relative to the best compared isomer or geometry (same formula, charge and spin) (eV) = 0.845
- total charge = +1
- electronic energy (eV) = -92578.720
- HOMO energy (eV) = -11.83

XYZ file:
```
48
C15H14F6N4O4RhS4 | the OMol25 dataset | ωB97M-V with the def2-TZVPD basis set
Rh 0.26 -0.01 -0.13
S 0.67 0.98 -2.16
C -0.53 -0.17 -2.62
N -0.88 -0.80 -1.54
C -1.71 -1.90 -1.76
C -2.25 -2.77 -0.83
C -3.10 -3.76 -1.30
C -3.41 -3.87 -2.65
C -2.88 -2.99 -3.58
C -2.02 -2.00 -3.12
S -1.22 -0.77 -4.06
H -2.00 -2.70 0.22
H -3.52 -4.47 -0.60
H -4.08 -4.66 -2.99
H -3.13 -3.08 -4.63
N -1.17 1.30 0.22
C -1.63 2.14 0.88
N -2.15 3.10 1.56
C -2.01 4.51 1.13
C -3.39 5.10 0.86
C -4.31 4.90 2.06
C -4.42 3.43 2.44
C -3.04 2.84 2.71
H -1.37 4.54 0.25
H -1.51 5.05 1.94
H -3.82 4.63 -0.02
H -3.27 6.16 0.64
H -5.30 5.30 1.84
H -3.93 5.47 2.92
H -4.89 2.87 1.62
H -5.04 3.29 3.32
H -3.07 1.76 2.88
H -2.59 3.31 3.58
F 3.45 1.40 -0.17
C 3.19 1.45 1.13
F 4.30 1.61 1.81
F 2.37 2.46 1.37
S 2.36 -0.14 1.70
O 0.93 0.26 1.85
O 3.03 -0.62 2.85
N 2.37 -1.00 0.35
S 1.91 -2.57 0.46
O 0.46 -2.57 0.52
O 2.65 -3.37 1.37
C 2.35 -3.07 -1.26
F 1.81 -4.25 -1.48
F 3.66 -3.13 -1.40
F 1.85 -2.19 -2.13
```

=====

# 7
Computed, not measured: C40H37EuNOP2S2SiTe as an isolated structure in a non-equilibrium geometry, with ωB97M-V with the def2-TZVPD basis set.

Summary:
- frontier orbital gap (alpha / beta) (eV) = 1.81 / 4.44
- LUMO energy (alpha / beta) (eV) = 3.36 / 3.91
- expectation value of S² = 15.79
- total charge = -2
- electronic energy (eV) = -120360.024
- HOMO energy (alpha / beta) (eV) = 1.56 / -0.53
- multiplicity = 8

XYZ file:
```
86
C40H37EuNOP2S2SiTe | the OMol25 dataset | ωB97M-V with the def2-TZVPD basis set
Eu 0.69 1.20 -2.17
C 0.67 -3.96 -2.08
Si 0.57 -2.60 -0.87
C 2.13 -2.08 0.15
C 3.00 -3.17 0.36
C 4.09 -3.09 1.19
C 4.50 -1.88 1.67
C 3.74 -0.75 1.37
C 2.45 -0.85 0.82
P 1.51 0.74 0.99
C 2.54 1.64 -0.23
C 3.40 0.97 -1.14
C 3.80 1.64 -2.27
C 3.43 2.94 -2.55
C 2.66 3.65 -1.62
C 2.16 2.98 -0.50
C 2.24 1.52 2.47
C 3.00 2.71 2.43
C 3.91 2.96 3.47
C 3.96 2.16 4.58
C 3.02 1.14 4.73
C 2.19 0.82 3.69
C -0.60 -3.32 0.43
C -0.17 -4.60 0.73
C -1.07 -5.61 1.04
C -2.42 -5.36 1.24
C -2.85 -4.06 1.04
C -1.97 -3.05 0.65
P -2.67 -1.45 0.17
C -2.48 -0.01 1.20
C -3.02 1.18 0.70
C -2.64 2.35 1.36
C -1.64 2.36 2.32
C -1.21 1.15 2.84
C -1.69 -0.06 2.35
C -4.41 -1.73 0.30
C -5.01 -2.06 1.50
C -6.41 -2.11 1.56
C -7.19 -1.72 0.47
C -6.57 -1.48 -0.75
C -5.21 -1.52 -0.86
H 0.79 -3.55 -3.11
H -0.31 -4.48 -2.01
H 1.45 -4.64 -1.81
H 2.86 -4.16 -0.08
H 4.55 -4.04 1.47
H 5.42 -1.84 2.24
H 4.11 0.23 1.62
H 3.66 -0.08 -0.94
H 4.40 1.10 -3.02
H 3.59 3.45 -3.48
H 2.35 4.65 -1.85
H 1.43 3.48 0.17
H 2.96 3.41 1.57
H 4.62 3.74 3.30
H 4.67 2.36 5.39
H 2.87 0.52 5.65
H 1.60 -0.10 3.77
H 0.92 -4.83 0.63
H -0.61 -6.62 1.08
H -3.08 -6.19 1.43
H -3.92 -3.90 1.02
H -3.71 1.21 -0.14
H -3.05 3.30 0.95
H -1.21 3.29 2.68
H -0.59 1.13 3.71
H -1.43 -1.02 2.74
H -4.40 -2.12 2.42
H -6.94 -2.33 2.51
H -8.30 -1.76 0.49
H -7.18 -1.18 -1.62
H -4.74 -1.29 -1.79
Te -1.21 -1.28 -2.35
S 3.28 0.38 -6.37
C 2.20 0.59 -5.15
N 1.37 0.80 -4.31
C -1.03 3.74 -5.23
S -1.56 3.93 -3.54
C -0.79 5.43 -2.91
O -0.82 2.74 -2.88
H 0.00 4.11 -5.29
H -1.72 4.29 -5.88
H -1.10 2.68 -5.44
H -1.20 6.29 -3.45
H 0.27 5.36 -3.17
H -0.89 5.60 -1.83
```

=====

# 8
Computed, not measured: one molecule with the formula C5H8N2O2 in a non-equilibrium geometry, with ωB97M-V with the def2-TZVPD basis set.

Summary:
- frontier orbital gap (eV) = 9.99
- LUMO energy (eV) = 0.45
- energy relative to the best compared isomer or geometry (same formula, charge and spin) (eV) = 4.325
- total charge = 0
- electronic energy (eV) = -12386.611
- HOMO energy (eV) = -9.54

XYZ file:
```
17
C5H8N2O2 | the OMol25 dataset | ωB97M-V with the def2-TZVPD basis set
C 1.56 -0.38 0.08
C 0.96 0.88 0.82
C 0.07 1.38 -0.38
C -1.77 -0.42 0.11
C 0.54 -1.32 -0.28
H 1.59 1.85 1.19
H 0.26 0.50 1.56
H -0.12 2.56 -0.34
H 0.53 1.36 -1.46
H -1.87 1.60 -0.29
H -1.03 -2.43 0.19
H 0.94 -2.22 0.38
H 0.82 -1.83 -1.48
N -1.32 0.83 -0.27
N -0.79 -1.36 0.36
O 2.72 -0.54 -0.20
O -3.10 -0.46 0.02
```